<P>
257
Properties=species:S:1:pos:R:3:lowdin_charge:R:1 method="wB97M-V/def2-TZVPD" lumo_energy_ha=0.0091 total_charge=0 multiplicity=1 homo_ev=-9.47
C 2.104 -8.727 -0.583 -0.0566
C 0.771 -9.559 -0.664 -0.2596
O -0.077 -8.724 0.038 -0.1977
P -1.556 -8.408 -0.516 0.5107
O -2.561 -8.068 0.568 -0.2680
O -1.357 -7.240 -1.631 -0.1785
C -1.258 -5.890 -1.367 -0.2813
C -0.027 -5.572 -0.473 -0.0639
O -1.989 -9.736 -1.348 -0.2271
C -3.273 -9.822 -2.055 -0.2097
C -2.934 -10.525 -3.386 -0.0655
H 2.244 -8.404 0.449 0.0722
H 2.995 -9.280 -0.883 0.0740
H 2.042 -7.796 -1.146 0.0375
H 0.394 -9.932 -1.616 0.1063
H 0.822 -10.408 0.017 0.1194
H -0.936 -5.325 -2.242 0.1014
H -2.167 -5.453 -0.953 0.1160
H 0.869 -5.896 -1.002 0.0609
H 0.111 -4.496 -0.369 0.0577
H -0.064 -5.925 0.558 0.0732
H -3.889 -10.477 -1.439 0.1170
H -3.743 -8.839 -2.062 0.1134
H -3.759 -10.459 -4.096 0.0716
H -2.131 -10.060 -3.958 0.0678
H -2.643 -11.557 -3.191 0.0773
C -4.225 2.241 4.381 -0.0220
C -3.615 3.218 5.444 -0.2990
O -4.580 4.070 5.967 -0.1724
P -4.157 5.656 6.099 0.5465
O -5.114 6.384 6.938 -0.2177
O -2.651 5.572 6.723 -0.2232
C -2.538 5.284 8.106 -0.2568
C -1.337 4.310 8.185 -0.0544
O -3.951 6.094 4.505 -0.1827
C -3.588 7.372 4.224 -0.3594
C -4.746 8.321 4.384 -0.0589
H -3.568 1.549 3.854 0.0517
H -4.975 1.671 4.929 0.0755
H -4.667 2.787 3.547 0.0670
H -3.137 2.786 6.323 0.1026
H -2.729 3.785 5.159 0.0898
H -2.236 6.191 8.630 0.1192
H -3.390 4.880 8.653 0.1247
H -1.260 3.990 9.225 0.0791
H -1.539 3.444 7.555 0.0668
H -0.376 4.814 8.090 0.0461
H -2.659 7.728 4.668 0.1149
H -3.283 7.230 3.188 0.1109
H -5.608 7.903 3.864 0.0807
H -4.967 8.388 5.450 0.0666
H -4.559 9.290 3.922 0.0831
C -3.654 -5.376 -6.001 -0.0500
C -3.952 -4.211 -5.054 -0.2789
O -3.127 -4.156 -3.909 -0.1609
P -2.887 -2.797 -3.164 0.4978
O -1.991 -2.804 -1.979 -0.2197
O -4.361 -2.278 -2.760 -0.1696
C -4.508 -1.152 -1.911 -0.2691
C -4.349 0.045 -2.778 -0.0826
O -2.479 -1.863 -4.476 -0.2132
C -1.194 -1.366 -4.685 -0.2885
C -0.447 -2.318 -5.619 -0.0404
H -3.775 -6.337 -5.500 0.0751
H -4.245 -5.417 -6.916 0.0786
H -2.641 -5.256 -6.386 0.0694
H -4.035 -3.238 -5.538 0.1140
H -4.966 -4.289 -4.662 0.1167
H -5.540 -1.172 -1.562 0.1255
H -3.887 -1.074 -1.019 0.1060
H -4.907 0.041 -3.715 0.1041
H -4.840 0.883 -2.284 0.0669
H -3.315 0.391 -2.770 0.0729
H -1.291 -0.374 -5.128 0.1042
H -0.750 -1.148 -3.714 0.0962
H -1.108 -2.723 -6.385 0.0756
H 0.336 -1.752 -6.123 0.0607
H 0.000 -3.205 -5.169 0.0725
C 6.760 -4.627 -5.777 -0.0627
C 5.717 -5.571 -5.105 -0.2399
O 4.917 -4.778 -4.187 -0.1798
P 3.588 -5.461 -3.534 0.4984
O 3.728 -6.021 -2.191 -0.2198
O 3.075 -6.503 -4.713 -0.1991
C 1.906 -7.206 -4.588 -0.2804
C 2.172 -8.684 -4.092 -0.0351
O 2.510 -4.275 -3.610 -0.1694
C 2.748 -3.227 -2.703 -0.2962
C 3.124 -1.902 -3.333 -0.0521
H 7.231 -5.278 -6.513 0.0694
H 6.410 -3.715 -6.261 0.0740
H 7.603 -4.328 -5.153 0.0703
H 5.136 -6.141 -5.830 0.1058
H 6.239 -6.323 -4.514 0.1162
H 1.256 -6.653 -3.911 0.1009
H 1.357 -7.152 -5.528 0.1206
H 2.864 -9.129 -4.808 0.0721
H 2.657 -8.825 -3.126 0.0439
H 1.245 -9.255 -4.049 0.0653
H 1.783 -3.173 -2.199 0.1141
H 3.485 -3.370 -1.912 0.0922
H 3.063 -1.091 -2.608 0.0776
H 4.093 -1.794 -3.821 0.0786
H 2.483 -1.545 -4.139 0.0491
C -5.323 6.149 0.526 -0.0626
C -5.428 5.145 -0.615 -0.2822
O -5.776 5.901 -1.754 -0.1800
P -5.652 5.099 -3.177 0.5507
O -6.536 3.916 -3.315 -0.2462
O -5.940 6.357 -4.189 -0.1768
C -5.777 6.415 -5.590 -0.2891
C -4.485 5.843 -6.084 -0.0907
O -4.022 4.750 -3.341 -0.2423
C -3.465 3.449 -2.994 -0.2123
C -2.168 3.824 -2.150 -0.0407
H -4.332 6.596 0.440 0.0680
H -6.033 6.973 0.457 0.0827
H -5.388 5.869 1.578 0.0723
H -4.473 4.622 -0.680 0.0905
H -6.269 4.473 -0.445 0.1236
H -6.629 6.010 -6.136 0.1203
H -5.828 7.483 -5.799 0.1216
H -4.513 4.756 -6.153 0.0779
H -4.193 6.265 -7.046 0.0846
H -3.790 6.141 -5.299 0.0734
H -4.233 2.843 -2.512 0.0776
H -3.240 2.896 -3.906 0.1014
H -1.582 4.626 -2.599 0.0827
H -2.404 4.231 -1.167 0.0429
H -1.511 2.970 -1.993 0.0398
C 4.396 6.667 1.853 -0.0659
C 3.351 6.331 2.854 -0.2773
O 2.212 7.092 2.434 -0.1953
P 0.787 6.779 3.194 0.4776
O -0.244 7.852 3.276 -0.2442
O 0.265 5.511 2.370 -0.1959
C -0.969 4.810 2.756 -0.2150
C -1.846 4.572 1.538 -0.0557
O 1.187 6.143 4.620 -0.2034
C 0.620 6.700 5.816 -0.2401
C 1.564 6.381 7.010 -0.0547
H 4.190 6.170 0.905 0.0730
H 4.434 7.755 1.790 0.0822
H 5.454 6.549 2.087 0.0817
H 3.050 5.289 2.752 0.1116
H 3.455 6.683 3.880 0.1170
H -0.613 3.904 3.247 0.1041
H -1.484 5.476 3.449 0.0898
H -2.103 5.536 1.100 0.0772
H -1.258 3.999 0.822 0.0502
H -2.799 4.047 1.600 0.0809
H 0.523 7.773 5.651 0.1120
H -0.366 6.290 6.035 0.0944
H 1.790 5.315 7.000 0.0531
H 2.417 7.059 7.006 0.0776
H 1.027 6.566 7.940 0.0666
C -0.801 4.317 -6.507 -0.0498
C -0.598 3.262 -5.401 -0.2682
O 0.727 3.443 -4.884 -0.1651
P 1.312 2.238 -4.008 0.5415
O 0.345 1.270 -3.417 -0.2421
O 2.259 2.970 -2.851 -0.1946
C 1.787 3.255 -1.545 -0.2686
C 2.829 4.235 -0.965 -0.0442
O 2.407 1.434 -4.949 -0.1732
C 2.125 1.187 -6.313 -0.3066
C 3.034 0.110 -6.838 -0.0672
H -1.780 4.057 -6.908 0.0720
H -0.855 5.282 -6.003 0.0788
H -0.087 4.392 -7.327 0.0776
H -1.337 3.445 -4.622 0.0784
H -0.856 2.278 -5.794 0.1079
H 0.808 3.725 -1.637 0.1075
H 1.766 2.339 -0.956 0.0914
H 2.536 4.308 0.083 0.0668
H 3.889 4.001 -1.064 0.0814
H 2.554 5.208 -1.373 0.0827
H 1.104 0.805 -6.324 0.0956
H 2.070 1.973 -7.066 0.1226
H 3.074 -0.733 -6.149 0.0595
H 2.642 -0.294 -7.771 0.0826
H 4.042 0.471 -7.041 0.0825
O -1.088 1.115 2.798 -0.3601
S -0.067 1.166 1.720 0.7223
O 1.039 2.080 1.695 -0.3305
C 0.617 -0.535 1.444 -0.1892
C 0.249 -0.831 0.006 -0.1958
C -1.134 -0.201 -0.258 -0.2390
C -0.998 1.246 0.084 -0.2019
H 0.059 -1.202 2.101 0.0727
H 1.655 -0.369 1.732 0.0726
H 0.933 -0.343 -0.689 0.1146
H 0.243 -1.902 -0.198 0.0942
H -1.933 -0.686 0.303 0.0952
H -1.473 -0.400 -1.274 0.0886
H -1.997 1.662 0.216 0.0989
H -0.398 1.780 -0.653 0.0615
O 2.990 -1.169 6.325 -0.3237
S 2.804 -0.096 5.375 0.7310
O 2.709 -0.310 3.928 -0.3653
C 1.252 0.919 5.768 -0.1648
C 1.770 2.209 6.479 -0.2114
C 3.001 2.549 5.677 -0.2346
C 3.938 1.346 5.686 -0.1915
H 0.772 0.225 6.458 0.0900
H 0.752 1.051 4.809 0.0793
H 1.064 3.035 6.396 0.0950
H 1.843 1.989 7.544 0.1205
H 3.280 3.526 6.072 0.1117
H 2.721 2.717 4.637 0.1183
H 4.305 1.207 6.703 0.0961
H 4.853 1.297 5.095 0.0951
O -0.430 -1.807 4.720 -0.3586
S -1.741 -2.443 4.445 0.7332
O -2.787 -2.388 5.436 -0.3437
C -2.488 -2.028 2.769 -0.1847
C -2.078 -3.235 1.831 -0.2035
C -2.208 -4.443 2.703 -0.2407
C -1.332 -4.256 3.949 -0.1589
H -2.248 -0.976 2.611 0.0528
H -3.567 -1.947 2.902 0.0982
H -2.832 -3.197 1.045 0.1085
H -1.113 -3.137 1.334 0.0861
H -2.084 -5.423 2.243 0.1062
H -3.258 -4.633 2.925 0.1209
H -0.259 -4.309 3.761 0.0685
H -1.551 -4.903 4.798 0.0970
O 5.676 3.345 2.021 -0.3653
S 6.034 2.316 1.033 0.7364
O 6.613 2.808 -0.240 -0.3701
C 7.092 0.904 1.682 -0.1830
C 6.164 -0.327 1.622 -0.2246
C 4.685 0.064 1.661 -0.2296
C 4.479 1.278 0.742 -0.1669
H 7.437 1.155 2.684 0.0921
H 8.056 0.885 1.175 0.0952
H 6.328 -0.991 0.774 0.1147
H 6.399 -1.071 2.383 0.0995
H 4.414 0.407 2.660 0.0834
H 4.103 -0.835 1.454 0.0733
H 3.618 1.937 0.851 0.0767
H 4.600 0.986 -0.302 0.0990
O 1.489 -3.550 2.271 -0.3404
S 2.789 -3.568 1.536 0.8005
O 3.070 -2.632 0.355 -0.3798
C 4.077 -3.236 2.832 -0.2272
C 4.383 -4.598 3.456 -0.2020
C 4.588 -5.529 2.203 -0.1662
C 3.423 -5.248 1.193 -0.1951
H 3.739 -2.520 3.581 0.0822
H 5.008 -2.889 2.385 0.0867
H 5.218 -4.583 4.156 0.1166
H 3.491 -4.832 4.037 0.1141
H 4.464 -6.536 2.600 0.1080
H 5.557 -5.357 1.733 0.1156
H 2.480 -5.789 1.118 0.0848
H 3.930 -5.179 0.230 0.0778



<Q>
257
Properties=species:S:1:pos:R:3:lowdin_charge:R:1 method="wB97M-V/def2-TZVPD" lumo_energy_ha=0.0051 total_charge=0 multiplicity=1 homo_ev=-10.06
C 8.730 -4.089 -3.031 -0.0808
C 9.862 -3.144 -3.054 -0.3176
O 9.976 -2.438 -4.281 -0.1763
P 10.836 -1.032 -4.189 0.5102
O 11.034 -0.296 -2.920 -0.2322
O 12.189 -1.427 -4.952 -0.1805
C 13.340 -1.870 -4.227 -0.2958
C 13.608 -3.304 -4.254 -0.0850
O 9.994 -0.119 -5.271 -0.1985
C 10.683 0.999 -5.838 -0.2418
C 10.431 2.270 -4.901 -0.0612
H 9.119 -5.096 -3.177 0.0758
H 7.944 -4.111 -2.276 0.0849
H 8.216 -3.917 -3.976 0.0857
H 9.441 -2.470 -2.307 0.1119
H 10.848 -3.495 -2.749 0.1196
H 14.242 -1.437 -4.661 0.1181
H 13.365 -1.391 -3.248 0.1172
H 14.583 -3.643 -4.604 0.0831
H 13.529 -3.730 -3.254 0.0747
H 12.762 -3.794 -4.737 0.0878
H 11.725 0.719 -5.996 0.1010
H 10.284 1.285 -6.811 0.1080
H 9.449 2.158 -4.441 0.0713
H 11.077 2.247 -4.024 0.0545
H 10.607 3.232 -5.383 0.0659
C -2.461 11.958 7.465 -0.0638
C -3.182 10.779 8.129 -0.2205
O -3.205 9.552 7.308 -0.1990
P -1.933 8.544 7.362 0.4779
O -2.060 7.419 6.443 -0.2206
O -0.639 9.465 6.947 -0.2172
C 0.645 9.165 7.513 -0.2313
C 1.002 7.639 7.483 -0.0695
O -1.836 8.273 8.980 -0.2144
C -2.880 7.966 9.844 -0.3102
C -2.530 8.586 11.165 -0.0640
H -1.685 12.441 8.060 0.0763
H -1.729 11.462 6.828 0.0562
H -3.147 12.647 6.975 0.0792
H -2.829 10.525 9.128 0.0889
H -4.234 11.066 8.134 0.1160
H 1.249 9.896 6.974 0.1151
H 0.635 9.522 8.544 0.1068
H 0.232 6.999 7.915 0.0519
H 0.945 7.091 6.543 0.0786
H 1.881 7.454 8.100 0.0755
H -3.865 8.287 9.503 0.1220
H -2.927 6.877 9.848 0.1281
H -2.604 9.673 11.118 0.0728
H -3.183 8.142 11.916 0.0821
H -1.545 8.230 11.467 0.0830
C -4.649 1.129 6.105 -0.0536
C -6.240 1.281 5.941 -0.1516
O -6.785 0.624 7.159 -0.2415
P -6.498 1.086 8.685 0.4529
O -6.096 2.506 8.919 -0.2440
O -5.378 0.079 9.274 -0.1608
C -4.225 0.544 9.954 -0.3108
C -3.018 0.585 9.096 -0.0967
O -7.853 0.663 9.355 -0.1543
C -8.958 1.317 8.941 -0.3103
C -9.728 0.659 7.761 -0.0501
H -4.333 0.087 6.157 0.0796
H -4.168 1.714 5.321 0.0765
H -4.460 1.571 7.083 0.0265
H -6.678 2.279 5.985 0.1154
H -6.497 0.680 5.069 0.1079
H -4.330 1.571 10.303 0.1111
H -3.899 -0.101 10.770 0.1219
H -2.160 0.473 9.759 0.0804
H -3.210 -0.324 8.526 0.0868
H -2.800 1.488 8.525 0.0793
H -9.531 1.289 9.867 0.1233
H -8.686 2.348 8.717 0.1140
H -10.634 1.119 7.366 0.0752
H -8.973 0.585 6.977 0.0480
H -9.965 -0.401 7.853 0.0750
C -0.281 -6.573 3.341 -0.0619
C 0.315 -5.561 4.283 -0.2717
O 1.643 -5.169 3.844 -0.1867
P 2.969 -6.069 4.152 0.5289
O 4.127 -5.578 3.410 -0.2202
O 2.633 -7.658 3.810 -0.2136
C 3.647 -8.566 4.101 -0.3055
C 4.147 -9.106 2.788 -0.0682
O 3.063 -5.966 5.809 -0.2281
C 4.137 -5.440 6.523 -0.2521
C 4.502 -6.512 7.691 -0.0385
H 0.460 -7.364 3.225 0.0615
H -1.230 -6.927 3.744 0.0839
H -0.397 -5.974 2.437 0.0865
H -0.313 -4.680 4.415 0.1172
H 0.496 -5.811 5.329 0.1061
H 4.407 -8.062 4.699 0.1070
H 3.222 -9.374 4.697 0.1218
H 3.388 -9.139 2.005 0.0809
H 5.004 -8.524 2.452 0.0819
H 4.334 -10.176 2.689 0.0727
H 5.001 -5.331 5.868 0.1037
H 3.769 -4.482 6.889 0.1147
H 3.881 -6.386 8.578 0.0600
H 4.142 -7.451 7.272 0.0554
H 5.554 -6.545 7.973 0.0641
C -9.669 -10.950 -0.072 -0.0521
C -10.979 -10.112 -0.391 -0.2466
O -11.712 -9.949 0.817 -0.2015
P -12.365 -8.511 1.127 0.3904
O -13.264 -8.119 0.095 -0.1981
O -13.285 -8.670 2.454 -0.1618
C -13.171 -9.857 3.219 -0.3034
C -14.063 -9.876 4.474 -0.0572
O -11.189 -7.543 1.612 -0.1557
C -10.034 -7.101 0.877 -0.2928
C -9.525 -5.792 1.403 -0.0740
H -9.927 -11.841 0.500 0.0679
H -9.069 -11.194 -0.948 0.0676
H -8.898 -10.524 0.570 0.0612
H -10.698 -9.243 -0.986 0.1027
H -11.743 -10.543 -1.038 0.1203
H -13.373 -10.711 2.573 0.1102
H -12.126 -10.015 3.483 0.1117
H -13.765 -9.038 5.105 0.0768
H -15.118 -9.873 4.204 0.0768
H -13.841 -10.820 4.972 0.0741
H -9.248 -7.850 0.969 0.1097
H -10.094 -6.982 -0.204 0.1202
H -10.354 -5.153 1.102 0.0871
H -9.400 -5.736 2.484 0.0806
H -8.527 -5.628 0.996 0.0861
C 3.032 1.147 -2.128 -0.0767
C 2.008 1.896 -1.289 -0.2813
O 0.737 1.283 -1.562 -0.2062
P -0.478 1.800 -0.566 0.5473
O -0.251 1.327 0.847 -0.2684
O -0.368 3.386 -0.663 -0.1838
C 0.169 4.021 0.493 -0.2915
C 0.558 5.511 0.098 -0.0417
O -1.941 1.333 -1.263 -0.2097
C -2.452 -0.036 -1.281 -0.2561
C -1.625 -0.981 -2.076 -0.0773
H 2.963 1.474 -3.165 0.0743
H 4.051 1.516 -2.010 0.0734
H 3.086 0.065 -2.011 0.0827
H 2.286 1.671 -0.259 0.1125
H 2.108 2.978 -1.379 0.1147
H -0.623 4.042 1.242 0.1081
H 0.965 3.608 1.112 0.1120
H -0.006 5.815 -0.784 0.0762
H 0.682 6.105 1.004 0.0782
H 1.523 5.329 -0.373 0.0531
H -2.579 -0.357 -0.247 0.1141
H -3.472 0.154 -1.617 0.1178
H -0.578 -0.767 -1.859 0.0634
H -1.673 -2.020 -1.748 0.0814
H -1.755 -0.983 -3.158 0.0834
C 4.970 0.349 -14.545 -0.0910
C 4.806 -1.070 -14.222 -0.2879
O 4.623 -1.362 -12.816 -0.1557
P 5.762 -1.573 -11.820 0.4309
O 7.138 -1.076 -12.184 -0.2640
O 5.625 -3.178 -11.636 -0.1756
C 5.466 -4.188 -12.646 -0.2896
C 6.559 -5.180 -12.681 -0.0791
O 5.294 -0.936 -10.396 -0.1770
C 5.363 0.405 -9.889 -0.2949
C 4.063 0.977 -9.579 -0.0965
H 4.250 0.883 -13.925 0.0763
H 5.862 0.680 -14.014 0.0827
H 4.733 0.717 -15.544 0.0936
H 4.021 -1.530 -14.822 0.1249
H 5.716 -1.470 -14.668 0.1150
H 4.550 -4.776 -12.584 0.1196
H 5.448 -3.699 -13.620 0.1044
H 7.346 -4.687 -13.252 0.0850
H 6.826 -5.491 -11.670 0.0897
H 6.196 -6.040 -13.244 0.0830
H 6.013 0.408 -9.015 0.1288
H 5.724 1.126 -10.623 0.1208
H 3.425 1.141 -10.448 0.0851
H 3.482 0.497 -8.792 0.0834
H 4.439 1.940 -9.234 0.0880
O 8.246 7.358 -1.089 -0.3693
S 8.853 6.803 0.168 0.7350
O 10.233 7.025 0.601 -0.3565
C 7.829 7.262 1.581 -0.2236
C 7.023 5.977 2.030 -0.2137
C 7.965 4.830 1.746 -0.2337
C 8.457 4.952 0.237 -0.1632
H 7.176 8.071 1.252 0.0937
H 8.482 7.723 2.322 0.0978
H 6.791 5.981 3.095 0.1098
H 6.062 5.956 1.516 0.1139
H 7.360 3.963 2.012 0.1116
H 8.888 4.923 2.319 0.1126
H 7.530 4.957 -0.335 0.0848
H 9.253 4.285 -0.095 0.1007
O 3.399 11.144 0.066 -0.3410
S 3.209 12.550 0.346 0.7244
O 3.892 13.634 -0.400 -0.3548
C 1.360 12.726 0.543 -0.1993
C 1.005 12.813 2.087 -0.1739
C 2.208 13.562 2.776 -0.2303
C 3.464 13.032 2.123 -0.2389
H 0.879 11.973 -0.081 0.0939
H 1.214 13.692 0.059 0.0870
H 0.111 13.411 2.263 0.1078
H 1.014 11.791 2.468 0.1080
H 2.206 13.304 3.835 0.1104
H 2.055 14.626 2.597 0.1104
H 3.526 12.106 2.694 0.0934
H 4.409 13.543 2.308 0.1028
O -6.109 -7.265 -4.026 -0.3417
S -5.494 -7.380 -5.334 0.7406
O -4.272 -6.724 -5.857 -0.3626
C -5.382 -9.272 -5.757 -0.1870
C -6.377 -9.502 -6.924 -0.2276
C -7.576 -8.528 -6.797 -0.1885
C -6.787 -7.218 -6.610 -0.2542
H -5.633 -9.808 -4.842 0.0838
H -4.429 -9.710 -6.054 0.0931
H -5.791 -9.393 -7.837 0.1143
H -6.718 -10.530 -6.802 0.1086
H -8.229 -8.738 -5.951 0.1128
H -8.284 -8.557 -7.625 0.1109
H -7.357 -6.369 -6.233 0.0947
H -6.288 -6.854 -7.508 0.1028
O -7.302 8.222 -2.307 -0.3389
S -6.380 7.560 -1.382 0.7083
O -4.961 7.773 -1.536 -0.3407
C -6.706 7.848 0.435 -0.2128
C -6.160 6.577 1.187 -0.1759
C -6.695 5.332 0.356 -0.2244
C -6.804 5.717 -1.098 -0.2150
H -7.793 7.781 0.429 0.0871
H -6.342 8.855 0.640 0.0983
H -5.102 6.727 0.973 0.0974
H -6.282 6.298 2.234 0.1111
H -7.598 4.862 0.746 0.1122
H -5.837 4.662 0.405 0.1047
H -7.893 5.728 -1.144 0.0863
H -6.475 5.107 -1.939 0.1023
O 0.888 -8.102 -6.221 -0.3311
S 1.973 -7.195 -5.933 0.6574
O 3.304 -7.737 -6.049 -0.3130
C 1.772 -5.663 -6.919 -0.2300
C 2.638 -4.570 -6.251 -0.1736
C 2.320 -4.840 -4.720 -0.2120
C 1.743 -6.221 -4.391 -0.2229
H 0.742 -5.318 -6.832 0.1081
H 2.023 -6.114 -7.879 0.0982
H 3.677 -4.757 -6.518 0.1051
H 2.465 -3.523 -6.500 0.1068
H 1.854 -4.049 -4.133 0.1070
H 3.272 -4.840 -4.190 0.1010
H 0.658 -6.190 -4.290 0.0957
H 2.146 -6.807 -3.565 0.1032



What is the least stable structure shown above? It is <Q>.